(1)
Molecular formula: C3H9NO2
Method: DFT, ωB97M-V/def2-TZVPD

Last column: Löwdin spin population.
Cartesian coordinates (Å):
O -4.19359 -2.22918 -0.97954  0.0001
O 4.26153 4.39979 -1.86063  0.0000
N -0.44338 -1.29974 1.20284  0.1849
C 0.23587 -0.10937 1.00512  0.1678
C 0.04149 -2.55241 1.07201  0.0878
C -0.21991 1.17628 0.62435  0.4714
H 1.36193 -0.30232 0.98025  0.0274
H 0.25126 1.56055 -0.29899  0.0163
H -3.39800 -2.41335 -0.49781  -0.0001
H 3.88837 3.56521 -1.45338  0.0000
H -1.24117 1.36637 0.86796  0.0311
H 4.96715 4.74991 -1.41479  0.0000
H -0.67368 -3.30187 1.08092  0.0074
H -3.97354 -1.75803 -1.76373  0.0000
H 1.03313 -2.82015 0.59226  0.0059

Results
LUMO (alpha / beta): -7.02 / -8.79 eV
<S²>: 0.78
Spin multiplicity: 2
E_HOMO (alpha / beta): -13.77 / -13.77 eV
Total charge: +1


(2)
Molecular formula: C3H9NO2P
Method: DFT, ωB97M-V/def2-TZVPD

Last column: Löwdin charge in e.
Cartesian coordinates (Å):
P -1.44598 0.20684 -0.35807  0.4817
O -2.87920 0.28189 -0.09538  -0.4217
O 1.48965 1.75382 -0.55996  -0.2460
N -0.68877 1.44141 0.41101  -0.1607
C 0.88954 -1.52044 -0.43370  -0.1577
C 0.92764 1.55560 0.52912  -0.6295
C -0.53379 -1.30812 0.13562  -0.3354
H -0.26237 -1.13507 1.14140  0.0413
H 1.29655 0.68683 1.13313  0.0629
H 1.47883 -2.10105 0.23392  0.0597
H 0.75221 -2.07529 -1.28120  0.0191
H -0.98112 2.37279 0.16532  0.0508
H 1.17350 -0.51955 -0.77939  0.0462
H -1.13839 0.15411 -1.68531  0.0109
H 0.90314 2.52666 1.37521  0.0945
H -0.98145 -2.32044 0.06828  0.0840

Results
LUMO: 4.06 eV
E_HOMO: -3.43 eV
Total charge: -1


(3)
Molecular formula: C3H9NO2S
Method: DFT, ωB97M-V/def2-TZVPD

Last column: Löwdin charge in e.
Cartesian coordinates (Å):
S 0.46216 -0.66475 -3.02104  0.0723
O -0.00540 0.23106 1.69239  -0.0955
O 2.20697 1.49924 3.77411  -0.6814
N -1.48814 0.82121 -1.15452  -0.0049
C 0.40775 0.08780 0.33978  -0.2550
C -0.42698 -1.35426 -1.58525  -0.7351
C -0.81333 -0.29195 -0.52844  -0.5135
H -0.80954 1.17157 -1.82825  -0.0088
H -1.69983 1.54277 -0.47229  0.0544
H 1.23699 -0.61585 0.26278  0.1054
H 0.72540 0.14672 2.31805  0.0376
H -1.35083 -1.90567 -1.78285  0.0350
H -1.40634 -0.84240 0.19052  0.1121
H 0.25414 -1.99759 -1.05523  0.0136
H 1.90946 1.14010 2.93047  -0.2448
H 0.79750 1.03199 -0.08024  0.1085

Results
LUMO: 5.86 eV
E_HOMO: -0.23 eV
Total charge: -2


(4)
Molecular formula: C3H9NO2S
Method: DFT, ωB97M-V/def2-TZVPD

Last column: Löwdin charge in e.
Cartesian coordinates (Å):
S 2.52514 -2.09144 -0.39651  -0.0692
O -1.55488 0.70578 -0.34537  -0.2752
O -4.00794 0.67538 -0.28665  -0.5147
N 1.07678 0.54930 1.37787  -0.0537
C 2.06305 -0.26984 -0.82671  -0.6674
C 0.92820 0.44611 -0.09722  -0.4782
C -0.47035 -0.27540 -0.19382  -0.2985
H -0.84993 -1.07998 0.55164  0.1093
H 1.33398 -0.47322 1.60059  0.0384
H 0.19865 0.64585 2.00290  0.0807
H -2.60992 0.65598 0.10881  0.0355
H 2.23059 -0.05768 -1.92045  0.0521
H 0.94737 1.45045 -0.48516  0.1043
H -4.26636 -0.03679 0.35500  -0.1158
H 2.86064 0.18849 -0.36511  -0.0369
H -0.40501 -1.03300 -1.07982  0.0893

Results
LUMO: 6.00 eV
E_HOMO: 0.14 eV
Total charge: -2


(5)
Molecular formula: C3H9NO2S
Method: DFT, ωB97M-V/def2-TZVPD

Last column: Löwdin charge in e.
Cartesian coordinates (Å):
S 0.36814 0.10036 -0.31836  0.7959
O -1.17408 0.23993 0.52089  -0.3328
O -1.41345 1.27813 -2.04812  -0.0866
N 0.96906 1.51539 -0.42534  -0.2471
C 0.99633 -0.99136 -1.39210  -0.1970
C 0.71262 -0.67936 1.24057  -0.2445
C -0.73775 -0.52811 1.67504  -0.2537
H 1.42576 -0.16686 1.84844  0.0989
H 0.98696 -1.67780 0.94991  0.0779
H 0.26834 -1.87034 -1.32260  0.0716
H -0.96187 0.01515 2.67301  0.1372
H -0.72466 1.92259 -1.93937  0.0008
H -1.44324 0.81335 -1.18692  -0.0270
H 1.27050 -0.63720 -2.31067  -0.0115
H -1.28937 -1.60131 1.75161  0.1520
H 0.74670 2.26745 0.28400  0.0659

Results
LUMO: 0.38 eV
E_HOMO: -8.92 eV
Total charge: 0


(6)
Molecular formula: C3H9NO2S
Method: DFT, ωB97M-V/def2-TZVPD

Last column: Löwdin charge in e.
Cartesian coordinates (Å):
S 0.99145 -0.76395 -0.70369  0.7647
O 1.62562 -0.06436 -1.78164  -0.3194
O -0.96904 0.01096 -0.54426  -0.2418
N 1.60647 -1.00344 0.65480  -0.2079
C -0.32578 2.00083 0.49330  -0.0910
C 0.56759 -2.44912 -1.05147  -0.1656
C -0.96423 0.64503 0.66888  -0.4178
H -0.18596 2.26872 -0.49428  0.0494
H 1.45490 -2.99004 -0.98881  0.0303
H 2.01140 -0.12213 1.07512  0.0711
H 0.47276 2.22862 1.12602  0.0415
H -1.00477 2.83784 0.90717  0.1017
H 0.03029 -2.77434 -0.06942  0.1128
H 0.11540 -2.69387 -2.00267  0.0713
H -0.31205 -0.03359 1.35348  0.1026
H -1.93382 0.72743 1.08323  0.0981

Results
LUMO: -0.19 eV
E_HOMO: -9.82 eV
Total charge: 0


(7)
Molecular formula: C3H9NO2S
Method: DFT, ωB97M-V/def2-TZVPD

Last column: Löwdin charge in e.
Cartesian coordinates (Å):
S -2.09002 0.35637 -0.03105  0.5328
O -2.65751 -0.40104 -1.07985  -0.3163
O -2.07855 -0.11846 1.29022  -0.3130
N -0.61050 0.74556 -0.34955  -0.1893
C 0.38205 -1.34963 -0.29045  -0.0510
C 1.82213 0.78401 0.34286  -0.0517
C 0.46525 0.04715 0.33157  -0.4632
H -0.42982 -1.81304 0.20424  0.0666
H 2.03282 1.52267 -0.43920  0.0686
H -2.90688 1.40455 0.07678  0.0708
H 1.98330 1.37870 1.22969  0.0628
H -0.24447 0.62828 -1.49198  0.2351
H 0.21776 -1.32688 -1.32613  0.0653
H 1.19777 -1.99323 -0.11480  0.0670
H 0.21375 0.06902 1.37687  0.1176
H 2.70293 0.06599 0.27076  0.0980

Results
LUMO: 0.64 eV
E_HOMO: -10.58 eV
Total charge: 0


(8)
Molecular formula: C3H9NO2S
Method: DFT, ωB97M-V/def2-TZVPD

Last column: Löwdin charge in e.
Cartesian coordinates (Å):
S -2.67767 0.45733 0.21686  0.6807
O 0.98381 0.92279 0.21141  -0.0107
O 5.73166 1.37902 -2.29695  -0.0523
N -0.09020 -0.97695 1.08394  -0.0130
C -2.13066 -1.32945 0.00181  -0.5042
C 0.73153 0.18282 1.15797  -0.2862
C -0.62761 -1.43607 -0.13027  -0.3049
H -3.44875 0.07032 1.23225  -0.1659
H -0.27967 -0.66844 -0.99553  0.1623
H -2.66147 -1.67945 0.91555  0.0604
H 1.14723 0.52940 2.09209  0.1222
H -2.67801 -1.60846 -0.90668  0.0584
H -0.34294 -2.50096 -0.48751  0.1385
H -0.53323 -1.22587 1.85783  0.0626
H 5.90441 2.08732 -1.72125  -0.0040
H 4.80335 1.59919 -2.53670  0.0560

Results
LUMO: 0.62 eV
E_HOMO: -9.25 eV
Total charge: 0


(9)
Molecular formula: C3H9NO2S
Method: DFT, ωB97M-V/def2-TZVPD

Last column: Löwdin charge in e.
Cartesian coordinates (Å):
S -2.11755 1.91947 0.88245  0.8587
O -2.95430 0.71304 1.02006  -0.6523
O -1.62604 0.56667 -1.41658  -0.1183
N 0.19281 -0.06008 -0.06604  -0.2552
C 1.45922 0.18009 -0.69488  -0.0926
C -0.57100 1.01159 -0.45960  -0.3462
C -0.29101 -1.37115 0.19856  -0.0787
H -1.05290 1.84064 1.79229  -0.0472
H 0.52774 -2.13828 0.25541  0.1019
H -0.96031 -1.81096 -0.53432  0.0686
H 1.82315 1.14726 -0.29012  0.1026
H -2.32516 0.14131 -0.90208  0.0335
H -1.08551 -1.34164 1.07659  0.1261
H 0.06876 1.73022 -1.02591  0.1277
H 1.49501 0.22151 -1.76763  0.0890
H 2.09925 -0.61890 -0.36104  0.0824

Results
LUMO: 0.56 eV
E_HOMO: -8.26 eV
Total charge: 0


(10)
Molecular formula: C3H9NO2S
Method: DFT, ωB97M-V/def2-TZVPD

Last column: Löwdin charge in e.
Cartesian coordinates (Å):
S -0.41366 -3.00993 -1.87949  0.6720
O 0.42914 1.90355 4.24225  -0.1214
O -0.74297 2.16403 0.99704  -0.0704
N -0.61676 0.22026 -0.24520  -0.0100
C -0.76943 1.58992 -0.14726  -0.2879
C 0.06013 -0.53066 -1.29154  -0.3224
C 0.73038 -1.91821 -0.93478  -0.4716
H 0.94210 1.99287 3.40230  0.0325
H 0.94979 0.13893 -1.47856  0.1216
H -0.43049 -0.48885 -2.18785  0.0409
H 1.67378 -1.90488 -1.48458  0.0546
H -0.41938 2.23827 -1.04392  0.1571
H -1.22273 -2.21501 -2.64909  -0.1255
H -0.46512 2.24028 3.89212  0.0657
H -0.67966 -0.30516 0.67503  0.1700
H 0.97486 -2.11540 0.13354  0.0947

Results
LUMO: 0.60 eV
E_HOMO: -9.57 eV
Total charge: 0


(11)
Molecular formula: C3H9NO2S
Method: DFT, ωB97M-V/def2-TZVPD

Last column: Löwdin charge in e.
Cartesian coordinates (Å):
S -1.92672 0.28605 -1.45451  0.9037
O 1.89076 0.72179 -2.04888  -0.0047
O -0.87048 1.34702 -1.44051  -0.5891
N -0.34283 -0.29129 2.80987  -0.0292
C -2.24481 -0.29105 0.07727  -0.2567
C 2.70451 1.15504 -1.00737  -0.2487
C 2.38708 0.91240 0.24532  -0.0127
H -0.18497 -1.37944 2.69383  0.0822
H 1.40166 0.62519 0.44761  0.0128
H -3.05892 -0.85138 0.40178  -0.0031
H 1.03310 0.76560 -1.79411  -0.0397
H -0.71346 0.00175 3.73068  0.0182
H 3.66698 1.37259 -1.41491  0.0998
H 3.09553 1.41638 1.06076  0.1032
H 0.55449 0.22050 2.76615  0.0063
H -1.73706 -0.05316 0.95528  -0.0422

Results
LUMO: -0.57 eV
E_HOMO: -8.90 eV
Total charge: 0


(12)
Molecular formula: C3H9NO2Si
Method: DFT, ωB97M-V/def2-TZVPD

Last column: Löwdin charge in e.
Cartesian coordinates (Å):
Si -0.96756 0.18144 0.62416  0.6153
O -1.54210 2.29806 0.55479  -0.3130
O -2.13190 -0.25335 1.66149  -0.1359
N 0.64776 0.02256 1.10596  -0.0942
C 1.56772 -0.18884 0.03651  -0.3202
C 0.86225 -0.97216 -1.05244  -0.2325
C -0.57486 -0.44470 -1.22245  -0.1562
H 0.87208 -1.85793 -0.46556  0.0954
H 1.52996 -1.06819 -1.83244  0.0859
H -0.72701 2.62604 0.25195  -0.0949
H -0.56762 0.27358 -1.99710  0.0598
H 2.09351 0.72790 -0.38835  0.1312
H -1.33934 -1.15820 -1.35778  0.0402
H -3.09608 0.04282 1.64366  0.1174
H 1.03491 0.51553 1.88327  0.0939
H 2.33827 -0.74456 0.55434  0.1079

Results
LUMO: 0.54 eV
E_HOMO: -9.39 eV
Total charge: 0


In g mol⁻¹, the molar mass values for the records above are, in order, 91.1 122.1 123.2 123.2 123.2 123.2 123.2 123.2 123.2 123.2 123.2 119.2.
In a.u., the calculated total energy values for the records above are, in order, -324.480990 -666.306704 -723.045595 -722.991034 -722.917176 -722.982183 -723.042574 -723.082748 -722.995142 -723.054820 -723.003816 -614.473007.
In kcal/mol, the relative energy (zero: lowest compared OMol25 entry of this formula, charge and spin) values for the records above are, in order, 90.71 57.17 22.88 57.12 157.61 116.82 78.93 53.72 108.69 71.24 103.25 46.33.